Model i:
ORCA calculation (ωB97M-V/def2-TZVPD) on a single C2H2N2O2 molecule.

Values from the calculation:
Net charge ... 0
SMILES ... N#CC[N+](=O)[O-]
HOMO level ... -0.442 Eh
Frontier orbital gap ... 11.9 eV
Lowest unoccupied orbital energy ... -0.09 eV

Cartesian coordinates (Å):
N1 -0.118 0.800 0.882
N2 -0.697 -2.234 -0.955
C1 0.361 0.082 -0.375
C2 -0.421 -1.178 -0.629
H1 0.229 0.783 -1.351
H2 1.288 -0.297 -0.224
O1 -1.007 1.561 0.747
O2 0.364 0.485 1.907

Model ii:
ORCA calculation (ωB97M-V/def2-TZVPD) on a single C2H2N2O2 molecule.

Values from the calculation:
Net charge ... 0
SMILES ... O=C/N=C\N=O
HOMO level (spin up / spin down) ... -0.351 / -0.351 Eh
Frontier orbital gap (spin up / spin down) ... 7.2 / 7.4 eV
Lowest unoccupied orbital energy (spin up / spin down) ... -2.38 / -2.17 eV

Cartesian coordinates (Å):
O1 1.641 -0.616 -0.597
O2 0.127 2.118 -1.143
N1 -0.341 1.439 -0.296
H1 0.780 -2.279 0.179
N2 -0.392 -0.743 0.511
C1 0.739 -1.182 -0.022
H2 -1.703 0.750 0.998
C2 -0.852 0.512 0.371

Of them, model i has the highest stability.

Model i:
ORCA calculation (ωB97M-V/def2-TZVPD) on an isolated ion of composition C5H10N3S and charge +1.

Values from the calculation:
Net charge ... +1
HOMO level ... -0.453 Eh
Frontier orbital gap ... 8.8 eV
Lowest unoccupied orbital energy ... -3.49 eV

Cartesian coordinates (Å):
H1 3.612 1.275 -0.408
H2 -2.904 1.560 1.069
C1 -0.148 -2.546 -0.001
C2 1.701 0.621 0.024
N1 2.695 1.503 -0.125
S1 -2.453 -0.405 0.017
H3 -0.141 -3.088 -1.001
N2 0.347 0.973 0.086
H4 -3.803 1.467 -0.515
H5 -1.970 2.097 -0.385
H6 -1.166 -2.356 0.424
C3 1.715 -0.766 0.007
C4 -2.829 1.394 0.021
H7 -0.077 1.926 0.038
N3 0.378 -1.284 -0.047
C5 -0.394 -0.189 -0.008
H8 2.516 -1.414 -0.367
H9 2.714 2.418 0.279
H10 0.209 -3.186 0.891

Model ii:
ORCA calculation (ωB97M-V/def2-TZVPD) on an isolated ion of composition C5H10N3S and charge +1.

Values from the calculation:
Net charge ... +1
HOMO level (spin up / spin down) ... -0.505 / -0.505 Eh
Frontier orbital gap (spin up / spin down) ... 8.9 / 8.9 eV
Lowest unoccupied orbital energy (spin up / spin down) ... -4.80 / -4.80 eV

Cartesian coordinates (Å):
N1 -1.557 1.979 0.518
S1 -3.073 1.953 0.172
H1 0.623 -1.839 -0.033
H2 -4.019 -0.114 -0.953
N2 -1.868 -0.101 -0.750
H3 1.190 0.312 -0.679
H4 2.207 1.161 1.181
N3 -1.726 -1.244 -1.366
H5 0.351 -1.475 1.619
C1 1.103 1.358 1.119
C2 0.809 -1.195 0.784
H6 1.959 -1.297 0.919
H7 0.782 2.362 0.721
C3 -3.153 0.469 -0.696
H8 -2.331 -1.498 -2.300
H9 0.796 1.245 2.116
C4 0.518 0.189 0.294
C5 -0.859 0.503 -0.106
H10 -0.868 -1.684 -1.366

Of them, model i has the highest stability.

Model i:
ORCA calculation (ωB97M-V/def2-TZVPD) on a 2-piece molecular cluster, C2H7Cl2NSi overall.

Values from the calculation:
Net charge ... 0
HOMO level ... -0.305 Eh
Frontier orbital gap ... 7.8 eV
Lowest unoccupied orbital energy ... -0.55 eV

Cartesian coordinates (Å):
H1 -0.018 2.990 -0.447
H2 1.444 -1.663 0.873
H3 -1.151 -0.790 0.176
N1 -0.238 -0.709 0.544
H4 -0.110 -2.368 1.675
C1 -0.515 2.064 -0.140
H5 0.200 -2.616 -0.216
H6 -0.991 2.240 0.844
Cl1 -0.704 -0.261 -3.089
H7 -1.387 1.859 -0.691
Cl2 2.493 0.635 -0.072
Si1 0.580 0.619 -0.112
C2 0.398 -2.001 0.655

Model ii:
ORCA calculation (ωB97M-V/def2-TZVPD) on a 2-piece molecular cluster, C2H7Cl2NSi overall.

Values from the calculation:
Net charge ... 0
SMILES ... C/N=[Si](/C)Cl.Cl
HOMO level ... -0.349 Eh
Frontier orbital gap ... 9.5 eV
Lowest unoccupied orbital energy ... 0.01 eV

Cartesian coordinates (Å):
Cl1 -2.262 0.118 1.948
N1 0.284 0.605 0.336
H1 -0.543 -1.933 -2.386
H2 -1.493 0.312 1.019
Cl2 2.392 -0.553 -2.005
H3 -1.491 -1.253 -1.127
Si1 0.729 -0.445 -0.793
H4 0.311 2.603 1.011
H5 1.731 1.856 0.935
C1 0.767 1.675 1.121
H6 0.606 1.324 2.055
H7 -0.429 -2.644 -0.765
C2 -0.604 -1.665 -1.351

Of them, model i has the highest stability.

Model i:
ORCA calculation (ωB97M-V/def2-TZVPD) on C2H6N4O as an isolated structure.

Values from the calculation:
Net charge ... 0
HOMO level (spin up / spin down) ... -0.336 / -0.336 Eh
Frontier orbital gap (spin up / spin down) ... 8.9 / 8.9 eV
Lowest unoccupied orbital energy (spin up / spin down) ... -0.22 / -0.21 eV

Cartesian coordinates (Å):
C1 2.016 -0.384 -0.422
O1 -1.188 0.162 -0.460
N1 0.988 -1.023 0.446
H1 -2.016 1.292 0.877
N2 0.158 -0.023 0.760
N3 1.672 1.016 -0.388
H2 3.036 -0.552 0.081
N4 0.724 1.172 0.299
H3 -3.040 0.773 -0.577
H4 0.511 -1.857 -0.019
C2 -2.382 0.476 0.185
H5 2.252 -0.659 -1.473
H6 -2.731 -0.393 0.692

Model ii:
ORCA calculation (ωB97M-V/def2-TZVPD) on a single C2H6N4O molecule.

Values from the calculation:
Net charge ... 0
SMILES ... [H]/N=C/N(N)/C=N\O
HOMO level ... -0.327 Eh
Frontier orbital gap ... 9.6 eV
Lowest unoccupied orbital energy ... 0.66 eV

Cartesian coordinates (Å):
C1 0.477 1.236 0.285
H1 -0.188 3.031 -0.256
H2 0.209 -1.966 -0.673
O1 -2.538 0.068 0.240
H3 -1.871 0.769 0.020
N1 -0.325 1.995 -0.357
H4 1.398 1.563 0.995
H5 1.320 -1.804 0.671
H6 1.910 -1.398 -0.785
C2 -0.538 -1.177 -0.148
N2 1.566 -0.938 0.136
N3 -1.826 -1.183 -0.057
N4 0.406 -0.197 -0.071

Model iii:
ORCA calculation (ωB97M-V/def2-TZVPD) on a single C2H6N4O molecule.

Values from the calculation:
Net charge ... 0
SMILES ... [H]/N=C(\N)NC(N)=O
HOMO level ... -0.337 Eh
Frontier orbital gap ... 9.8 eV
Lowest unoccupied orbital energy ... 0.64 eV

Cartesian coordinates (Å):
C1 1.476 -0.487 0.011
H1 -2.916 -0.607 -0.007
H2 0.247 -1.967 -0.241
N1 -1.064 0.902 -0.006
N2 0.133 -1.050 -0.010
N3 1.623 0.883 0.104
H3 -1.931 1.244 -0.290
H4 -0.554 1.423 0.707
O1 2.396 -1.257 0.060
C2 -1.027 -0.456 0.027
H5 2.605 1.104 0.031
N4 -2.069 -1.205 0.111
H6 1.079 1.473 -0.496

Of them, model iii has the highest stability.

Model i:
ORCA calculation (ωB97M-V/def2-TZVPD) on an isolated ion of composition C4H13N2S and charge +1.

Values from the calculation:
Net charge ... +1
SMILES ... NC[C@@H]([NH3+])CCS
HOMO level ... -0.450 Eh
Frontier orbital gap ... 8.7 eV
Lowest unoccupied orbital energy ... -3.52 eV

Cartesian coordinates (Å):
H1 -0.931 3.544 1.684
H2 -0.821 1.427 -2.351
H3 -2.282 1.126 -1.760
C1 -0.833 0.861 -0.202
N1 -0.835 3.205 0.721
C2 -0.077 -0.503 -0.483
C3 -0.013 1.993 0.419
H4 -1.512 2.478 -1.141
S1 1.497 -2.953 0.289
H5 0.454 1.517 1.336
H6 0.800 2.229 -0.383
H7 -1.733 0.608 0.465
H8 0.783 -0.316 -1.172
H9 -0.740 3.919 0.030
H10 -0.715 -1.166 -1.122
H11 0.755 -4.075 0.046
H12 1.034 -0.756 1.301
N2 -1.402 1.462 -1.432
C4 0.430 -1.380 0.632
H13 -0.428 -1.795 1.226

Model ii:
ORCA calculation (ωB97M-V/def2-TZVPD) on an isolated ion of composition C4H13N2S and charge +1.

Values from the calculation:
Net charge ... +1
SMILES ... NC[C@@H]([NH3+])CCS
HOMO level ... -0.452 Eh
Frontier orbital gap ... 9.0 eV
Lowest unoccupied orbital energy ... -3.27 eV

Cartesian coordinates (Å):
H1 -2.272 -1.213 2.935
H2 1.165 -0.623 2.297
H3 -0.938 -1.538 1.150
C1 -0.113 0.396 1.015
H4 -0.373 1.231 -1.547
H5 1.278 1.152 -3.354
H6 1.594 0.797 -0.136
H7 1.391 1.000 2.276
C2 -1.335 -0.518 1.248
H8 1.319 -0.866 0.048
C3 0.023 0.219 -1.475
H9 0.023 0.199 3.108
C4 0.781 0.058 -0.184
N1 -1.930 -0.353 2.524
S1 1.049 -0.109 -2.944
H10 -0.494 1.420 0.994
N2 0.679 0.280 2.320
H11 -0.818 -0.460 -1.588
H12 -2.596 0.399 2.670
H13 -1.984 -0.408 0.372

Model iii:
ORCA calculation (ωB97M-V/def2-TZVPD) on C4H13N2S as an isolated structure.

Values from the calculation:
Net charge ... +1
HOMO level ... -0.486 Eh
Frontier orbital gap ... 10.2 eV
Lowest unoccupied orbital energy ... -2.99 eV

Cartesian coordinates (Å):
H1 0.961 0.933 -1.516
N1 1.524 -0.227 1.015
H2 -1.343 -1.757 0.998
H3 -2.411 -1.033 -1.008
H4 -0.465 -1.416 -1.550
H5 0.164 1.924 1.096
H6 -0.724 0.814 -1.135
H7 2.154 -0.974 1.164
N2 0.382 0.871 -0.677
H8 1.079 -0.010 1.889
H9 1.286 2.729 0.074
H10 1.404 -1.655 -1.566
H11 -0.293 2.925 -0.229
C1 0.430 -0.442 0.041
H12 -1.376 -0.174 1.917
S1 -2.582 0.039 -0.102
C2 0.405 -1.586 -0.958
H13 0.305 -2.546 -0.491
C3 -1.299 -0.610 0.913
C4 0.397 2.197 0.124

Of them, model ii has the highest stability.